Here is a 2-piece molecular cluster, C3H5N2O overall in a non-equilibrium geometry from the Open Molecules 2025 dataset. Energies are from the ωB97M-V functional and the def2-TZVPD basis.

Values from the calculation:
HOMO-LUMO gap (spin up / spin down) = 6.600 / 6.601 eV
Lowest unoccupied orbital energy (spin up / spin down) = 0.1608 / 0.1608 hartree

```
! wB97M-V def2-TZVPD RIJCOSX def2/J DEFGRID3
* xyz -1 1
C -1.91 -0.50 -0.01
C 0.18 0.76 -0.45
C -0.48 -0.47 0.18
N -3.07 -0.63 -0.03
N 0.10 -1.59 -0.42
O 1.39 -1.80 0.09
H -0.13 1.76 0.02
H -0.04 0.78 -1.51
H 1.30 0.88 -0.49
H -0.32 -0.49 1.70
H -0.51 -2.32 -0.22
*
```

---

Here is C3H5N2O as an isolated structure in a non-equilibrium geometry from the Open Molecules 2025 dataset. Energies are from the ωB97M-V functional and the def2-TZVPD basis.

Values from the calculation:
HOMO-LUMO gap = 10.480 eV
Lowest unoccupied orbital energy = -0.2268 hartree

```
! wB97M-V def2-TZVPD RIJCOSX def2/J DEFGRID3
* xyz 1 1
C 0.03 1.01 -1.63
C 0.69 0.25 -0.64
C 0.02 -0.87 1.41
N -1.23 1.06 -1.57
N -0.18 -0.18 0.20
O -1.42 0.16 0.02
H 0.34 1.53 -2.50
H 1.74 0.18 -0.52
H -0.58 -0.30 2.28
H -0.55 -1.83 1.34
H 1.14 -1.00 1.60
*
```

---

Here is a 2-piece molecular cluster, C3H5N2O overall in a non-equilibrium geometry from the Open Molecules 2025 dataset. Energies are from the ωB97M-V functional and the def2-TZVPD basis.

Values from the calculation:
HOMO-LUMO gap = 12.352 eV
Lowest unoccupied orbital energy = -0.1308 hartree

```
! wB97M-V def2-TZVPD RIJCOSX def2/J DEFGRID3
* xyz 1 1
C 1.19 -0.44 -0.03
C -2.72 0.08 0.05
C 2.54 -0.09 -0.05
N -2.97 1.22 -0.07
N 0.07 -0.69 -0.01
O -2.37 -1.04 0.01
H 2.79 0.48 0.85
H 2.77 0.51 -0.93
H 3.15 -1.00 -0.07
H -3.50 2.00 0.24
H -0.94 -1.05 0.01
*
```

---

Here is an isolated ion of composition C3H5N2O and charge +1 in a non-equilibrium geometry from the Open Molecules 2025 dataset. Energies are from the ωB97M-V functional and the def2-TZVPD basis.

Values from the calculation:
SMILES string = C=NC(O)=[N+]=C
HOMO-LUMO gap = 10.248 eV
Lowest unoccupied orbital energy = -0.1903 hartree

```
! wB97M-V def2-TZVPD RIJCOSX def2/J DEFGRID3
* xyz 1 1
C 0.86 2.14 0.98
N 0.56 0.94 0.81
C -0.16 -0.08 0.43
O -1.33 -0.28 1.39
N 0.14 -1.21 -0.16
C -0.08 -1.70 -1.29
H 1.60 2.49 1.76
H 0.58 2.95 0.43
H -1.86 -0.81 0.87
H -0.07 -2.75 -1.65
H -0.43 -0.92 -2.02
*
```

---

Here is an isolated ion of composition C3H5N2O and charge +1 in a non-equilibrium geometry from the Open Molecules 2025 dataset. Energies are from the ωB97M-V functional and the def2-TZVPD basis.

Values from the calculation:
HOMO-LUMO gap (spin up / spin down) = 8.263 / 8.262 eV
Lowest unoccupied orbital energy (spin up / spin down) = -0.1932 / -0.1932 hartree

```
! wB97M-V def2-TZVPD RIJCOSX def2/J DEFGRID3
* xyz 1 1
C -0.01 -0.95 -0.27
C -1.67 0.60 0.18
C 2.12 0.19 0.01
N 1.21 -1.00 0.12
N -0.93 -0.05 -0.64
O 1.68 1.30 -0.15
H -2.62 0.92 -0.22
H -1.44 0.33 1.22
H 3.14 -0.09 -0.20
H 1.58 -1.98 0.40
H -0.95 -0.18 -1.65
*
```

---

Here is a 2-piece molecular cluster, C3H5N2O2 overall in a non-equilibrium geometry from the Open Molecules 2025 dataset. Energies are from the ωB97M-V functional and the def2-TZVPD basis.

Values from the calculation:
HOMO-LUMO gap (spin up / spin down) = 7.746 / 7.508 eV
Lowest unoccupied orbital energy (spin up / spin down) = 0.1319 / 0.1275 hartree

```
! wB97M-V def2-TZVPD RIJCOSX def2/J DEFGRID3
* xyz -1 1
C 1.20 -0.89 -1.33
C 0.59 -0.93 -0.14
C -0.84 0.12 1.89
N -0.26 1.63 -0.88
N 0.00 0.13 0.59
O -1.65 1.03 2.05
O -0.54 -0.79 2.64
H 1.47 -1.82 -1.84
H 1.30 0.04 -1.84
H 0.42 -1.97 0.25
H -0.58 2.27 -0.06
H -1.11 1.17 -1.35
*
```

---

Here is an isolated ion of composition C3H5N2O2S and charge -1 in a non-equilibrium geometry from the Open Molecules 2025 dataset. Energies are from the ωB97M-V functional and the def2-TZVPD basis.

Values from the calculation:
SMILES string = [O-][N+]#S1=CN([O-])CC1
HOMO-LUMO gap (spin up / spin down) = 6.804 / 6.809 eV
Lowest unoccupied orbital energy (spin up / spin down) = 0.1447 / 0.1447 hartree

```
! wB97M-V def2-TZVPD RIJCOSX def2/J DEFGRID3
* xyz -1 1
O 1.25 4.00 0.33
N 1.20 2.76 0.47
S 0.59 1.77 -0.82
C -0.95 0.46 -1.61
N -1.35 -0.26 -0.60
O -2.44 -1.00 -0.52
C -0.44 -0.26 0.55
C 0.89 0.28 0.13
H -1.82 0.40 -2.34
H -0.17 -1.28 0.86
H -0.77 0.24 1.38
H 1.34 0.40 1.07
H 1.40 -0.56 -0.34
*
```

---

Here is one molecule with the formula C3H5N2P in a non-equilibrium geometry from the Open Molecules 2025 dataset. Energies are from the ωB97M-V functional and the def2-TZVPD basis.

Values from the calculation:
SMILES string = Pc1cnc[nH]1
HOMO-LUMO gap = 9.111 eV
Lowest unoccupied orbital energy = 0.0262 hartree

```
! wB97M-V def2-TZVPD RIJCOSX def2/J DEFGRID3
* xyz 0 1
P 1.91 0.08 0.17
C 0.10 0.12 0.00
C -0.82 -1.00 0.16
N -2.07 -0.58 0.19
C -2.02 0.73 0.14
N -0.72 1.19 0.10
H 1.95 -1.26 -0.39
H 1.73 -0.32 1.67
H -0.57 -2.05 0.29
H -2.90 1.34 0.20
H -0.56 2.14 -0.13
*
```

---

Here is C3H5N2P as an isolated structure in a non-equilibrium geometry from the Open Molecules 2025 dataset. Energies are from the ωB97M-V functional and the def2-TZVPD basis.

Values from the calculation:
HOMO-LUMO gap = 7.843 eV
Lowest unoccupied orbital energy = -0.0130 hartree

```
! wB97M-V def2-TZVPD RIJCOSX def2/J DEFGRID3
* xyz 0 1
C 1.59 -1.27 -0.01
C 0.26 -0.96 -0.07
C -1.79 1.18 0.04
N 2.41 -0.25 0.09
N 0.15 0.46 -0.04
P 1.66 1.17 0.10
H 2.01 -2.22 0.11
H -0.58 -1.51 -0.44
H -1.64 1.77 -0.77
H -2.22 0.29 -0.12
H -1.86 1.34 1.13
*
```

---

Here is C3H5N2Tl as an isolated structure in a non-equilibrium geometry from the Open Molecules 2025 dataset. Energies are from the ωB97M-V functional and the def2-TZVPD basis.

Values from the calculation:
HOMO-LUMO gap = 5.138 eV
Lowest unoccupied orbital energy = -0.4774 hartree

```
! wB97M-V def2-TZVPD RIJCOSX def2/J DEFGRID3
* xyz 2 1
Tl 0.00 0.00 0.00
N 0.01 0.65 4.25
C -0.01 -0.72 4.27
C -0.01 -1.10 2.95
N 0.00 0.00 2.13
C 0.01 1.04 2.94
H 0.01 1.26 5.05
H -0.01 -1.28 5.19
H -0.02 -2.10 2.54
H 0.02 2.07 2.64
H 1.76 0.00 -0.62
*
```

---

Here is one molecule with the formula C3H5N3 in a non-equilibrium geometry from the Open Molecules 2025 dataset. Energies are from the ωB97M-V functional and the def2-TZVPD basis.

Values from the calculation:
SMILES string = Cc1cn[nH]n1
HOMO-LUMO gap = 10.841 eV
Lowest unoccupied orbital energy = 0.0371 hartree

```
! wB97M-V def2-TZVPD RIJCOSX def2/J DEFGRID3
* xyz 0 1
C -1.68 -0.43 0.01
C -0.15 -0.37 -0.07
C 0.49 1.05 -0.04
N 1.76 0.92 -0.09
N 2.09 -0.36 -0.24
N 0.80 -1.25 -0.11
H -1.97 0.18 0.88
H -2.08 0.09 -0.87
H -2.21 -1.38 0.09
H 0.13 2.10 -0.01
H 2.83 -0.56 0.45
*
```

---

Here is one molecule with the formula C3H5N3 from the Open Molecules 2025 dataset. Energies are from the ωB97M-V functional and the def2-TZVPD basis.

Values from the calculation:
SMILES string = Cn1nccn1
HOMO-LUMO gap = 10.920 eV
Lowest unoccupied orbital energy = 0.0427 hartree

```
! wB97M-V def2-TZVPD RIJCOSX def2/J DEFGRID3
* xyz 0 1
C 1.60 0.58 -0.60
N 0.36 0.05 -0.09
N -0.28 -0.97 -0.65
C -1.42 -1.04 0.05
C -1.41 -0.02 1.01
N -0.26 0.65 0.90
H 2.45 -0.05 -0.31
H 1.71 1.57 -0.15
H 1.55 0.66 -1.68
H -2.16 -1.79 -0.18
H -2.14 0.36 1.70
*
```

---

Calculated energy in order - -8216.3895 -8207.6967 -8211.8309 -8209.2115 -8208.4540 -10265.0094 -21097.1506 -15459.8418 -15458.0757 -10844.1485 -7660.3459 -7661.4397 eV